[1]
Density functional theory data (ωB97M-V with the def2-TZVPD basis set) for 5 unconnected molecules or ions with the total composition C44H47BrClF12N2O16P at a distorted geometry.

```
124
Properties=species:S:1:pos:R:3:lowdin_charge:R:1
O -4.120 2.637 6.229 0.037
C -1.892 0.659 -0.724 -0.081
C 2.349 -4.499 -0.637 -0.168
H 8.717 -3.959 -2.470 0.077
C -5.453 0.944 5.092 -0.059
C 3.649 2.814 -3.000 -0.387
H 9.236 -5.624 -2.153 0.078
H 1.651 -8.580 0.590 0.118
C -10.122 2.443 4.693 -0.404
O -0.222 -7.934 1.759 0.073
H -2.132 10.543 -5.450 0.126
H -2.089 -7.080 0.346 0.085
H -3.785 2.053 4.315 0.117
H -3.125 -1.528 0.520 0.136
H -3.412 10.986 -3.332 0.083
C 6.853 -8.508 -0.079 -0.552
F 6.215 -8.852 -1.202 0.166
C 1.847 -6.971 -0.635 -0.184
H -2.591 9.617 -2.563 0.084
H -5.758 0.449 6.015 0.084
O 7.051 0.414 -0.870 0.143
C 1.394 -5.603 -0.144 -0.221
C 4.659 1.875 -2.812 -0.025
N 1.074 -8.133 -0.115 0.043
O 5.978 -2.460 -3.097 0.123
C 5.005 -1.010 -4.703 0.028
C 2.039 1.162 -2.399 -0.060
O -3.723 0.095 2.319 0.052
C -9.401 1.080 4.733 -0.548
C 7.658 0.423 -3.154 0.013
H 3.298 -2.735 0.100 0.112
C 0.622 0.745 -2.187 -0.250
H 2.891 -7.092 -0.346 0.114
F -10.185 0.115 4.272 0.180
Br 2.277 5.368 -4.225 0.452
C -4.044 2.260 7.493 -0.408
F 7.664 -9.500 0.264 0.176
H -1.052 10.864 -4.097 0.125
H 5.678 2.211 -2.970 0.102
O -0.260 1.255 -2.845 0.130
P 4.193 4.485 -3.534 0.551
H 5.308 5.601 -2.086 0.044
O 8.755 -7.042 0.148 0.172
H 7.832 -5.321 -3.178 0.085
C -4.056 3.506 8.403 -0.551
O -1.090 8.924 -4.662 0.034
F -1.391 5.818 -6.205 0.180
H 2.370 -3.540 1.322 0.098
H 8.202 -0.483 -3.419 0.099
C -2.304 -1.482 1.240 -0.111
O 6.884 -6.309 -0.879 0.032
C 8.371 -4.977 -2.295 -0.058
C 3.046 0.224 -2.210 -0.004
H 8.369 1.180 -2.833 0.096
H -3.078 1.180 -2.536 0.129
H -3.701 9.338 -3.903 0.079
C 2.355 -3.254 0.271 -0.156
H -1.431 1.629 -0.911 0.121
H -10.789 4.447 7.437 0.084
O -3.944 1.147 7.915 0.172
C 1.246 -2.261 0.007 -0.140
H 0.395 -5.351 -0.500 0.096
O -11.115 2.640 4.060 0.174
H 5.214 0.027 -4.957 0.080
H 1.411 -5.590 0.947 0.092
F 5.937 -8.357 0.889 0.160
H 1.507 3.161 -2.902 0.069
C 6.722 0.171 -1.998 -0.441
F -4.280 3.163 9.665 0.175
H -6.196 1.703 4.862 0.070
F -0.344 6.394 -4.405 0.058
C -11.111 4.778 6.449 -0.059
C -2.945 10.019 -3.512 -0.059
C -2.725 0.321 -1.942 -0.239
C 7.463 -5.000 -1.087 -0.189
H -2.366 -2.398 1.824 0.087
O 3.270 -2.108 -2.145 0.136
C 7.643 -7.195 -0.259 -0.408
O 4.432 5.200 -2.083 -0.353
C -2.602 -0.318 2.153 -0.245
C -1.796 10.171 -4.483 -0.192
H 3.360 -4.912 -0.587 0.114
H -5.437 0.208 4.290 0.073
C -0.134 -7.860 0.553 -0.548
C 4.386 0.565 -2.432 -0.145
N 5.406 -0.423 -2.235 0.083
H 7.145 0.784 -4.044 0.076
C -1.321 -7.506 -0.297 -0.002
H 2.105 -4.210 -1.654 0.113
H -9.138 5.286 5.750 0.125
H -1.076 -6.781 -1.071 0.072
H -11.441 5.814 6.517 0.083
H -2.567 0.813 0.115 0.108
F 0.347 7.093 -6.340 0.142
H 6.616 -4.334 -1.238 0.110
F -8.297 1.132 3.974 0.156
C -1.636 8.065 -5.506 -0.403
C -0.743 6.813 -5.615 -0.566
C 5.510 -1.383 -3.337 -0.467
H -1.736 -8.391 -0.780 0.088
H 5.467 -1.660 -5.441 0.096
H -3.328 0.845 5.509 0.124
O -9.447 3.316 5.423 0.031
C 0.036 -2.288 0.700 -0.468
C -0.815 -0.362 -0.458 -0.089
F -5.000 4.376 8.028 0.164
H 7.984 -4.683 -0.184 0.127
C 0.382 -0.311 -1.165 -0.017
H -1.766 0.173 2.686 0.142
F -9.031 0.761 5.977 0.167
C 2.634 -1.144 -1.785 -0.227
H -11.959 4.164 6.150 0.079
O -3.031 -0.801 -2.245 0.077
O -2.642 8.204 -6.134 0.176
H -10.284 4.956 4.455 0.125
C 1.398 -1.251 -0.952 -0.007
C -9.976 4.659 5.457 -0.193
C -1.004 -1.377 0.484 -0.160
H 1.824 -6.994 -1.728 0.118
C 2.323 2.465 -2.785 -0.036
H 3.929 -1.188 -4.739 0.100
C -4.090 1.578 5.244 -0.192
Cl -0.184 -3.521 1.903 0.808
F -2.870 4.127 8.338 0.165
```

HOMO level ... -9.3596 eV
Total energy ... -206596.8037 eV
Structure (SMILES) ... CC(=O)NCCCCc1c(Cl)c(CC=O)c(CC=O)c2c1C(=O)c1c(cc(P(O)Br)cc1N(C(C)=O)C(C)=O)C2=O.CCOC(=O)C(F)(F)F.CCOC(=O)C(F)(F)F.CCOC(=O)C(F)(F)F.CCOC(=O)C(F)(F)F
LUMO level ... -1.55 eV
Net charge ... 0
Orbital gap ... 7.8 eV

[2]
Density functional theory data (ωB97M-V with the def2-TZVPD basis set) for a molecular structure, C44H47IrN6O2Te at a distorted geometry.

```
101
Properties=species:S:1:pos:R:3:lowdin_charge:R:1
H 2.150 0.453 -2.660 0.078
C -0.744 2.538 0.221 -0.170
C 3.220 0.938 1.053 -0.231
H -0.288 -2.778 -3.657 0.144
H 0.371 1.341 7.637 0.128
C -3.183 -2.946 1.915 0.079
N -0.389 -1.800 -1.769 -0.144
C -1.329 2.545 -1.145 -0.228
H -0.858 -2.073 4.184 0.138
H 2.471 0.701 6.492 0.124
C -4.196 -0.970 -2.512 -0.023
O -1.708 -0.220 0.114 -0.218
H -2.819 3.323 -2.450 0.089
C 0.517 1.225 -3.658 -0.132
C -1.878 -1.084 1.127 -0.260
C -0.958 1.469 -3.295 -0.138
H -1.832 0.429 4.103 0.133
C 1.547 -2.377 -0.320 -0.221
H -1.370 -1.928 -1.529 0.096
C -5.156 1.211 -1.082 -0.062
H -1.662 4.318 0.957 0.131
H 1.074 2.154 -3.535 0.126
C 4.471 1.010 -4.811 -0.043
H 1.770 -2.834 2.225 0.099
H 4.330 1.444 -5.791 0.128
C -4.088 -0.945 -1.123 -0.164
H -1.305 2.382 -3.780 0.132
H -4.516 0.149 0.672 0.126
H -3.880 -1.858 -3.048 0.122
C 2.219 -1.859 2.401 0.035
C 1.406 -0.782 1.692 -0.423
C -2.486 -2.953 3.117 -0.218
Te 5.029 2.532 -0.814 1.765
C -2.897 -2.009 0.927 -0.074
H 3.557 0.048 0.507 0.108
H -3.960 -3.676 1.723 0.146
C 1.526 0.631 5.971 -0.027
H -0.308 -3.515 -0.538 0.138
C -2.179 3.663 -1.638 0.022
H -1.570 4.500 -1.988 0.116
H -4.857 0.077 -4.263 0.114
C -4.570 0.149 -0.410 -0.018
C -0.860 0.928 5.928 -0.021
C -3.543 -2.138 -0.422 -0.314
H -3.453 -4.721 3.846 0.090
H -1.032 -1.191 -3.673 0.110
H -5.587 2.034 -0.526 0.113
H -1.895 -4.388 4.598 0.091
H 1.937 -3.152 0.337 0.113
H 2.249 -1.729 3.473 0.073
H 4.933 -2.001 -3.312 0.127
N -0.912 1.567 -1.853 -0.070
C 3.143 2.141 0.105 -0.428
C 4.598 1.842 -3.705 -0.132
C 0.713 2.546 2.534 0.051
C 1.506 0.184 4.664 -0.027
C 0.346 0.998 6.612 -0.010
N 1.178 0.187 -2.792 -0.118
C 4.813 1.261 -2.457 -0.547
C 4.579 -0.366 -4.662 -0.039
C -2.803 -3.928 4.210 -0.024
H 3.246 -1.885 2.030 0.107
N 1.962 0.600 1.679 -0.044
C -1.460 -2.016 3.284 0.040
H 2.449 -0.029 4.189 0.107
H -5.718 2.012 -2.992 0.115
N 0.164 1.551 0.424 -0.004
H 1.325 2.527 3.425 0.139
Ir 0.041 0.038 -0.832 1.480
H 4.561 2.916 -3.840 0.109
H -3.312 -3.436 5.040 0.096
H 5.147 -0.567 -1.331 0.106
H -0.238 4.392 3.007 0.136
H 2.455 1.999 -0.729 0.038
H 3.977 1.156 1.814 0.121
C 0.788 1.400 1.674 -0.277
H 0.600 0.927 -4.705 0.131
C -5.237 1.195 -2.470 -0.069
O -3.572 -3.234 -0.944 0.131
H 4.519 -1.005 -5.534 0.129
C -0.940 3.538 1.151 0.068
H -1.633 0.663 -3.576 0.110
C 0.291 0.058 3.970 -0.208
H 2.370 -2.102 -0.997 0.095
H 0.756 -3.581 -1.939 0.129
N 1.049 -1.211 0.375 -0.158
C 4.924 -0.120 -2.292 -0.132
H 2.890 3.057 0.641 0.063
H 1.347 -1.029 -4.531 0.131
H -2.823 4.030 -0.841 0.095
H 1.928 -1.761 -3.039 0.103
C 0.388 -2.934 -1.143 -0.110
C 4.809 -0.931 -3.413 -0.057
C -0.887 0.464 4.626 -0.011
C -0.156 3.570 2.310 0.016
C -1.120 -1.067 2.309 -0.085
C -0.224 -1.773 -3.237 -0.142
C 0.142 -0.306 2.551 0.046
C 1.139 -1.145 -3.465 -0.162
H -1.780 1.234 6.407 0.125
C -4.751 0.107 -3.186 -0.066
```

HOMO level (alpha / beta) ... -14.9725 / -14.9771 eV
Total energy ... -69531.3908 eV
LUMO level (alpha / beta) ... -10.09 / -11.42 eV
2S+1 ... 2
⟨S²⟩ ... 0.754
Net charge ... +3
Orbital gap (alpha / beta) ... 4.9 / 3.6 eV

[3]
Density functional theory data (ωB97M-V with the def2-TZVPD basis set) for a molecular structure, C44H48GeN5OSSe2TeTi at a distorted geometry.

```
104
Properties=species:S:1:pos:R:3:lowdin_charge:R:1
H 1.649 0.896 4.066 0.102
C 1.629 4.425 -0.500 -0.087
H 6.929 0.131 3.955 0.087
H -5.164 -0.445 4.287 0.107
H 1.274 3.652 -1.188 0.091
C -1.226 -1.390 -2.566 -0.171
C 3.706 1.777 2.294 -0.247
C 4.571 2.460 3.171 -0.116
N 1.979 -2.564 1.118 -0.035
H 3.445 -0.147 1.509 0.034
C 2.952 -8.467 -2.338 -0.144
C 4.102 0.439 2.071 -0.121
H 1.817 -7.933 0.831 0.079
H -3.675 1.695 -0.641 0.023
C -5.473 -0.059 -1.769 -0.563
H 4.327 3.558 3.359 0.092
C 0.109 1.060 -7.800 -0.100
C -1.457 -1.196 -3.865 -0.111
C -2.674 1.711 3.616 -0.104
C -0.204 4.144 4.750 -0.105
C 1.119 -6.901 -2.290 -0.207
H -4.546 -4.624 -0.110 -0.016
Se -6.231 0.900 -0.185 0.835
H -1.411 1.619 -1.235 0.092
C 2.745 5.087 1.489 -0.149
C 1.445 0.782 -8.194 -0.180
H -1.123 1.436 2.197 0.080
C 0.388 1.953 5.464 -0.093
C 1.918 -7.782 -0.241 -0.185
C 2.047 -7.677 -3.039 -0.119
H 5.534 -1.121 2.367 0.096
H -2.346 2.700 3.994 0.094
C -3.738 1.042 4.255 -0.194
H 3.666 -9.113 -2.869 0.088
H 2.024 -7.610 -4.152 0.096
H 0.475 -3.072 -0.163 -0.076
H 1.578 0.913 -0.585 -0.063
H 2.879 0.107 -5.276 0.108
H -1.089 -2.398 -2.242 0.094
H 3.501 -9.180 -0.447 0.077
H 0.593 0.268 -4.499 0.070
H 1.764 -2.275 -0.789 0.108
H -0.740 3.293 6.620 0.078
C 5.685 1.933 3.849 -0.107
C -4.465 1.785 0.144 -0.372
H -4.331 1.744 4.874 0.091
H -4.202 -3.090 0.821 0.009
C 2.145 6.756 -0.152 -0.136
C 6.054 0.619 3.529 -0.122
H 3.209 4.924 2.460 0.082
H -2.084 2.261 -3.423 0.122
H 6.235 2.520 4.559 0.079
N -2.222 -0.279 2.477 -0.220
Te -0.391 -5.705 0.116 0.431
Ge 1.934 2.214 1.445 0.877
N -1.125 -0.416 -1.585 -0.115
H -4.190 -1.736 -2.237 0.057
O -1.562 -1.069 1.628 -0.276
Ti -0.221 -0.467 0.245 0.829
C 1.125 2.717 3.235 -0.270
C -3.402 -0.887 2.939 -0.051
H 2.110 7.850 -0.496 0.114
C -0.213 0.850 -6.442 -0.508
H -0.705 5.079 4.803 0.084
C -1.488 0.822 -1.954 -0.236
C -4.824 -1.363 -1.429 -0.612
C -4.925 -3.786 0.375 -0.384
H 1.535 -2.166 1.942 0.060
N 1.095 -2.291 0.003 -0.143
C 2.076 0.398 -5.981 -0.128
H 2.067 -3.594 1.198 0.049
Se -6.031 -2.808 -0.918 0.864
C 2.806 6.382 1.033 -0.113
H 0.490 1.243 6.294 0.106
H -1.501 -2.030 -4.543 0.102
C 2.144 4.078 0.747 -0.278
C -4.133 -0.197 3.964 -0.122
H -4.688 0.630 -2.066 0.032
C 1.054 1.791 4.255 -0.123
H 3.323 7.149 1.660 0.106
H -4.108 -1.216 -0.629 0.050
C 0.772 0.475 -5.498 -0.073
H -3.694 -1.858 2.528 0.084
H -4.180 1.510 1.176 -0.002
H 1.686 0.886 -9.277 0.101
C 1.062 -6.903 -0.915 -0.743
S -1.902 0.739 -5.923 0.926
N 2.407 0.549 -7.306 0.014
C 0.465 3.898 3.548 -0.115
C 5.288 -0.081 2.597 -0.103
H -0.616 1.341 -8.485 0.063
C 2.853 -8.500 -0.952 -0.143
H 0.496 4.685 2.761 0.100
C 1.612 5.796 -0.952 -0.106
H 1.292 5.963 -1.952 0.081
C -0.232 3.149 5.716 -0.128
C 1.183 0.836 0.438 -0.455
H -4.732 2.825 0.198 -0.013
C -1.941 1.011 2.703 -0.086
C -1.889 0.168 -4.231 -0.558
H -5.537 -3.988 1.240 0.006
C -1.872 1.160 -3.211 -0.152
H -6.228 -0.161 -2.519 0.041
H 0.364 -6.243 -2.856 0.094
```

Energy relative to the best compared isomer or geometry (same formula, charge and spin) ... 104.1 kJ/mol
HOMO level (alpha / beta) ... -0.6058 / -2.1295 eV
Total energy ... -284350.7879 eV
LUMO level (alpha / beta) ... 3.75 / 3.75 eV
2S+1 ... 4
⟨S²⟩ ... 3.785
Net charge ... -2
Orbital gap (alpha / beta) ... 4.4 / 5.9 eV

[4]
Density functional theory data (ωB97M-V with the def2-TZVPD basis set) for a molecular structure, C44H49AsCsN3O2S4Se at a distorted geometry.

```
105
Properties=species:S:1:pos:R:3:lowdin_charge:R:1
C 2.761 -2.129 -1.775 -0.342
H 1.111 -5.081 0.293 0.012
C 2.496 1.492 2.978 -0.730
H -5.694 3.209 2.046 0.106
C -4.260 -4.775 2.915 -0.069
H -0.470 -4.432 -2.137 0.018
H 5.094 0.359 4.479 0.131
C 0.364 -3.832 -2.503 -0.302
C -0.311 -0.201 -3.606 -0.963
C -5.510 -2.476 1.971 -0.087
C -3.900 2.951 -0.799 -0.381
H 2.453 4.204 5.627 0.126
H 1.099 -4.483 -2.976 0.023
C -3.511 1.154 -2.807 -0.312
H -5.061 -2.314 -0.945 0.102
C 6.845 2.283 4.305 -0.055
H -4.036 4.279 -2.493 0.115
H 4.717 0.315 2.752 0.086
C -3.552 -1.324 -2.194 -0.227
C 1.150 2.108 3.477 -0.728
C 0.147 3.965 4.739 -0.117
O -1.885 -2.150 0.536 -0.815
H -3.694 -1.866 -3.131 0.126
C 4.812 0.966 3.616 -0.117
O -2.339 0.873 -0.456 -0.913
S -3.315 -1.667 0.535 0.942
C 1.920 -4.471 -0.111 -0.325
H 2.503 -5.069 -0.813 0.014
C 4.521 -3.862 -2.287 -0.069
S 2.588 0.909 1.440 0.642
C 7.673 4.107 2.978 -0.087
N 3.479 1.524 3.879 -0.103
C 3.505 -3.015 -2.724 -0.310
C -3.975 -2.235 -1.048 -0.295
C -4.410 4.035 -1.504 -0.084
H -0.632 1.691 6.000 0.093
H -5.806 5.656 -1.468 0.106
C -5.337 3.438 1.050 -0.070
H 3.559 -3.847 -6.016 0.102
C -0.454 2.499 6.701 -0.031
H 6.598 4.495 1.160 0.106
H 2.782 1.754 5.866 0.141
C 5.751 2.855 2.245 -0.031
H -2.770 0.821 -3.540 -0.002
Cs -0.276 -0.255 0.202 1.126
H -0.009 -3.104 -3.223 0.007
H 5.359 -5.355 -5.214 0.095
H 2.388 -2.365 -4.435 0.116
H 3.385 -1.838 -0.928 0.064
H 2.421 -1.220 -2.270 0.048
H -2.477 -1.141 -2.135 0.074
C 2.609 3.579 4.749 -0.094
H -4.109 1.936 -3.277 0.091
N 1.291 3.198 4.230 -0.102
C -0.009 4.585 8.484 -0.081
C 3.173 -3.024 -4.079 -0.056
H 3.171 4.149 4.005 0.141
C 7.766 3.307 4.107 -0.081
H -4.687 0.258 -1.234 0.094
H 0.347 5.021 4.546 0.131
C -6.191 -3.340 2.816 -0.080
C -0.065 3.749 6.217 -0.218
S -2.584 1.960 -1.488 1.001
C 0.153 4.785 7.117 -0.054
H 6.920 1.654 5.187 0.112
H 5.975 -5.348 -2.813 0.097
C 5.834 2.051 3.383 -0.219
C -4.210 -2.785 1.595 -0.386
Se -0.805 0.185 -5.318 0.417
C -5.566 -4.489 3.286 -0.083
H 2.559 -4.158 0.715 0.015
H -6.097 -5.158 3.952 0.103
H -3.550 -3.239 -1.132 0.106
C -0.611 2.297 8.063 -0.074
H 0.448 5.761 6.746 0.112
H -3.908 1.808 1.003 0.104
C 4.842 -4.705 -4.520 -0.104
C 5.185 -4.701 -3.174 -0.094
C -4.342 2.649 0.478 -0.067
H 0.162 5.402 9.174 0.103
H -5.983 -1.567 1.615 0.112
C 3.334 2.313 5.107 -0.095
H -5.234 -0.125 -2.845 0.120
H 8.388 4.905 2.820 0.102
H 4.332 2.527 5.485 0.126
N -0.013 -0.457 -2.506 -0.165
As 1.115 -2.888 -0.964 1.032
S -0.270 1.395 3.034 0.639
H 4.969 2.667 1.517 0.092
C 6.665 3.878 2.047 -0.072
C -4.336 -0.003 -2.238 -0.215
H -6.637 5.124 0.802 0.103
C -5.866 4.512 0.352 -0.083
H -3.772 -5.666 3.291 0.106
H -2.545 -4.109 1.768 0.109
C -3.569 -3.919 2.063 -0.061
H -0.915 1.325 8.431 0.105
H -0.721 3.665 4.159 0.086
H 8.552 3.476 4.831 0.103
H -0.514 3.179 10.021 0.102
H 4.797 -3.859 -1.238 0.108
C -0.388 3.340 8.958 -0.088
C -5.400 4.812 -0.925 -0.078
C 3.833 -3.860 -4.968 -0.083
H -7.206 -3.111 3.116 0.105
```

Energy relative to the best compared isomer or geometry (same formula, charge and spin) ... 161.0 kJ/mol
HOMO level ... -6.7128 eV
Total energy ... -225061.3416 eV
LUMO level ... -0.41 eV
Net charge ... 0
Orbital gap ... 6.3 eV